Record 1
DFT (the ωB97M-V functional and the def2-TZVPD basis) results for one molecule with the formula C19H19N7O.

Geometry as ORCA input:
```
! wB97M-V def2-TZVPD RIJCOSX def2/J DEFGRID3
* xyz 0 1
N -0.9676 -3.5610 -0.1695
C -0.4795 -2.5556 -0.0062
N 2.0558 1.7455 -2.0043
N 3.1362 0.1260 3.8544
N 1.9392 0.4210 1.9382
O 2.4400 1.0835 3.0396
C 1.4525 0.7438 -1.3453
C 3.3851 -0.2400 -2.0304
C -0.5992 -0.2174 -0.3396
C 0.2210 -1.2954 -0.1053
C 2.2948 -0.3814 -1.1289
C 4.2824 -2.8359 2.1755
C 3.5084 -2.7844 1.0647
C 4.1455 -1.9428 3.2050
C 2.6299 -1.7016 0.9672
C 3.2173 -0.8662 3.0629
C 2.5758 -0.7051 1.8701
N 3.1826 1.0674 -2.4248
N 0.1821 0.9505 -0.7938
N -4.2495 1.8035 -0.5465
C -3.9605 2.9479 -1.4796
C -3.6480 1.7576 0.7755
C -4.2768 0.4094 -1.0767
C -2.2173 1.2962 0.7262
C -2.8452 -0.0052 -1.4375
C -2.0680 -0.0186 -0.1621
C 1.7675 -1.5709 -0.2541
H 4.2755 -0.8675 -2.2770
H 5.0994 -3.5926 2.3386
H 3.6275 -3.4333 0.2025
H 4.7848 -1.8797 4.1522
H 3.9836 1.4761 -2.7786
H -0.4209 1.6603 -1.2803
H -2.8920 3.3046 -1.4250
H -4.1049 2.7149 -2.5382
H -4.7256 3.6323 -1.2030
H -4.2259 1.0921 1.4582
H -3.5265 2.7405 1.1195
H -4.8805 -0.3905 -0.5898
H -4.8589 0.4624 -2.0510
H -1.8565 0.9498 1.7104
H -1.6513 2.0449 0.2937
H -2.4227 0.6961 -2.1727
H -2.6731 -0.9511 -1.9730
H -2.4586 -0.8213 0.4827
H 1.8222 -2.5089 -0.8440
*
```

Its energy above the lowest of the compared OMol25 structures with the same formula, charge and spin is 831.22 kJ/mol. The HOMO energy is -0.3002 hartree. Its SMILES is CN1CCC(C2=C(C#N)[C@H](c3cccc4nonc34)c3c[nH]nc3N2)CC1. As for the frontier orbital gap: 7.2 eV. The value obtained for the LUMO energy is -1.017 eV. Its calculated total energy is -1193.713939 a.u.


Record 2
DFT (the ωB97M-V functional and the def2-TZVPD basis) results for one molecule with the formula C19H19NO4S.

Geometry as ORCA input:
```
! wB97M-V def2-TZVPD RIJCOSX def2/J DEFGRID3
* xyz 0 1
O 2.2261 -2.0340 -1.5368
O -0.0686 2.7380 2.2474
O 0.6284 4.0508 0.3397
O 0.6011 0.3380 2.1333
C 1.6248 -1.0491 -1.0809
C 0.8665 0.2966 0.8157
C 0.5315 1.3399 0.0067
C -0.9935 -5.0937 1.6431
C 1.6363 1.1328 -4.1967
C 1.0419 2.2576 -3.6803
C -1.2150 -3.7831 2.1702
C 0.1590 -5.2875 0.8924
C 1.8382 0.0366 -3.3579
C 0.6786 2.3428 -2.3334
C -0.2506 -2.7765 2.0244
C 1.0965 -4.2848 0.7158
C 1.4101 0.0953 -2.0002
C 0.8863 1.2604 -1.4580
C 0.8839 -3.0513 1.3109
N 1.4674 -0.9125 0.3093
C 1.9218 -1.9541 1.2112
C -2.5351 4.1961 0.6799
C -2.6685 1.7297 0.6511
C -1.8500 2.9399 0.1595
S -0.1294 2.8551 0.7547
H 0.3330 1.2549 2.4106
H -1.7320 -5.8893 1.7560
H 1.9730 1.1028 -5.2160
H 0.8549 3.1140 -4.3437
H -2.0531 -3.5843 2.7996
H 0.3338 -6.2566 0.4633
H 2.3073 -0.8697 -3.7465
H 0.2416 3.2542 -1.9617
H -0.4620 -1.8176 2.4887
H 1.9276 -4.4672 0.0678
H 2.8953 -2.3705 0.8791
H 2.0833 -1.5492 2.2294
H -2.3155 4.3046 1.7278
H -2.1545 5.0802 0.1205
H -3.6508 4.1521 0.5440
H -3.6400 1.7221 0.1936
H -2.7201 1.7479 1.7387
H -2.1596 0.7992 0.3466
H -1.8503 2.8894 -0.9189
*
```

Its energy above the lowest of the compared OMol25 structures with the same formula, charge and spin is 0.86 kJ/mol. The HOMO energy is -0.3176 hartree. Its SMILES is CC(C)S(=O)(=O)c1c(O)n(Cc2ccccc2)c(=O)c2ccccc12. As for the frontier orbital gap: 9.0 eV. The value obtained for the LUMO energy is 0.323 eV. Its calculated total energy is -1489.322224 a.u.


Record 3
DFT (the ωB97M-V functional and the def2-TZVPD basis) results for C19H19OS4TeV as an isolated structure.

Geometry as ORCA input:
```
! wB97M-V def2-TZVPD RIJCOSX def2/J DEFGRID3
* xyz 0 3
V -0.3219 -1.2067 0.3674
C 2.3142 -2.5314 1.8512
C 1.8138 -1.1441 1.5504
C 2.2456 -0.4252 0.4241
C 1.8317 0.8853 0.2081
C 0.9291 1.4867 1.0781
C 0.4230 0.7620 2.1469
C 0.8778 -0.5371 2.3933
H 1.5985 -3.3046 1.5705
H 2.5175 -2.6319 2.9174
H 3.2256 -2.7456 1.2946
H 2.9313 -0.8996 -0.2658
H 2.1880 1.4218 -0.6606
H 0.5766 2.4904 0.8877
H -0.3280 1.1915 2.7960
H 0.5098 -1.0783 3.2572
O -6.3435 1.9222 0.4530
C -5.2978 1.3408 0.4060
S -4.8509 0.0210 1.5104
C -3.2857 -0.3007 0.8018
C -2.9082 0.4545 -0.2457
S -1.3898 0.2805 -1.0919
S -4.0335 1.6738 -0.7995
S -2.3172 -1.5982 1.4632
C 3.6115 -7.5006 1.0499
C 2.8111 -6.3928 0.4281
C 3.3937 -5.4919 -0.4519
C 2.6648 -4.4676 -1.0516
C 3.3774 -3.5462 -2.0018
C 1.3033 -4.3407 -0.7535
Te 0.1581 -2.7887 -1.6484
C 0.6910 -5.2478 0.1233
C -0.7648 -5.1441 0.4845
C 1.4561 -6.2531 0.7014
H 4.6771 -7.3677 0.8665
H 3.3225 -8.4713 0.6421
H 3.4570 -7.5444 2.1289
H 4.4494 -5.5877 -0.6823
H 4.4538 -3.7097 -1.9587
H 3.1697 -2.4978 -1.7832
H 3.0521 -3.7090 -3.0317
H -0.9737 -4.2466 1.0797
H -1.0794 -6.0055 1.0718
H -1.3978 -5.0657 -0.4001
H 0.9772 -6.9496 1.3815
*
```

Its expectation value of S² is 2.091. Its energy above the lowest of the compared OMol25 structures with the same formula, charge and spin is 69.95 kJ/mol. The HOMO energy (alpha / beta) is -0.2681 / -0.2720 hartree. As for the frontier orbital gap (alpha / beta): 6.2 / 6.6 eV. The value obtained for the LUMO energy (alpha / beta) is -1.105 / -0.772 eV. Its calculated total energy is -3615.462861 a.u.


Record 4
DFT (the ωB97M-V functional and the def2-TZVPD basis) results for C19H20AsF6N4O7S2V as an isolated structure.

Geometry as ORCA input:
```
! wB97M-V def2-TZVPD RIJCOSX def2/J DEFGRID3
* xyz 3 2
V 0.3235 -0.2850 -0.4753
F -1.8323 -1.1528 -5.3154
C -2.1908 -1.2062 -4.0679
F -3.2852 -0.5445 -3.8249
F -2.2443 -2.4317 -3.6146
S -0.7793 -0.3776 -3.1017
O -1.1958 -0.3752 -1.6217
O 0.4676 -1.0789 -3.2250
N -0.8043 1.1019 -3.6024
S 0.3244 2.0893 -3.1888
O 0.7431 1.7849 -1.6730
O 0.0301 3.4484 -3.4186
C 1.9767 1.6742 -4.0538
F 1.6686 1.2318 -5.2410
F 2.6340 2.8006 -4.0973
F 2.6515 0.7750 -3.3633
O -0.2277 -7.1234 -3.4548
C 0.1458 -5.8416 -3.5607
O 0.5520 -5.3831 -4.5851
C 0.0608 -4.9652 -2.3382
C -1.1174 -4.8227 -1.6053
C -1.2258 -3.8335 -0.6413
C -0.1227 -3.0284 -0.3882
C 1.0760 -3.1992 -1.0680
C 1.1584 -4.1600 -2.0620
N -0.2335 -1.9239 0.5423
C -0.7340 -2.0948 1.7142
C -1.0338 -0.9859 2.5904
C -1.6071 -1.2215 3.8240
C -1.9536 -0.1189 4.6076
C -1.7062 1.1354 4.0958
C -1.1159 1.2667 2.8309
N -0.7727 0.2346 2.0750
H -0.4221 -7.3702 -2.5425
H -1.9752 -5.4483 -1.8226
H -2.1650 -3.6666 -0.1278
H 1.9477 -2.6013 -0.8225
H 2.0651 -4.2811 -2.6398
H -0.9510 -3.1118 2.0355
H -1.7860 -2.2326 4.1667
H -2.4116 -0.2489 5.5786
H -1.9731 2.0251 4.6501
H -0.9417 2.2522 2.4181
N -0.7500 2.5866 0.1642
C -0.1448 1.6755 -0.3419
H -0.8028 3.5161 -0.2541
C 2.7352 1.3146 2.5738
As 3.3630 0.5347 0.9767
C 4.4691 -0.9645 1.2359
C 4.0913 1.8021 -0.2151
O 1.8579 -0.1020 0.1945
H 3.5738 1.8522 3.0205
H 2.3840 0.5332 3.2446
H 1.9289 2.0058 2.3355
H 5.4063 -0.5856 1.6506
H 4.6576 -1.4476 0.2787
H 3.9992 -1.6510 1.9372
H 4.8638 2.3281 0.3511
H 3.3204 2.5039 -0.5274
H 4.5328 1.2951 -1.0708
*
```

Its expectation value of S² is 0.764. The HOMO energy (alpha / beta) is -0.6261 / -0.6262 hartree. As for the frontier orbital gap (alpha / beta): 5.6 / 6.2 eV. The value obtained for the LUMO energy (alpha / beta) is -11.440 / -10.869 eV. Its calculated total energy is -6055.973804 a.u.